(1)
Here is 2 unconnected molecules or ions with the total composition C6H13NO from the Open Molecules 2025 dataset. Energies are from the ωB97M-V functional and the def2-TZVPD basis.

Charge   0
Highest occupied orbital energy   -8.02 eV
SMILES   C/C=C/C(C)=C/N.O
F_max   1.5 eV/A
Calculated total energy   -366.36083 Eh
Orbital gap   8.7106 eV

Bonds (Å) are listed after each position.
Atoms and positions in Å:
1 O 4.946 -0.184 1.037  H12 0.971, H18 0.967
2 N -0.404 1.621 -2.630  C8 1.392, H13 1.003, H16 1.011
3 C -0.281 0.232 -0.657  C4 1.495, C5 1.511, C8 1.332
4 C -0.889 -0.116 0.663  C3 1.495, C6 1.335, H11 1.084
5 C 1.165 -0.138 -0.891  C3 1.511, H10 1.097, H20 1.089, H21 1.100
6 C -1.925 -0.950 0.786  C4 1.335, C7 1.496, H14 1.085
7 C -2.508 -1.194 2.142  C6 1.496, H15 1.095, H17 1.085, H19 1.090
8 C -0.919 1.093 -1.449  N2 1.392, C3 1.332, H9 1.077
9 H -1.934 1.376 -1.229  C8 1.077
10 H 1.240 -0.626 -1.870  C5 1.097
11 H -0.499 0.411 1.527  C4 1.084
12 H 4.822 0.062 0.106  O1 0.971
13 H -0.569 2.605 -2.735  N2 1.003
14 H -2.264 -1.524 -0.070  C6 1.085
15 H -2.475 -2.243 2.455  C7 1.095
16 H 0.556 1.384 -2.839  N2 1.011
17 H -1.976 -0.678 2.934  C7 1.085
18 H 4.084 -0.074 1.460  O1 0.967
19 H -3.560 -0.992 2.343  C7 1.090
20 H 1.607 -0.838 -0.184  C5 1.089
21 H 1.782 0.773 -0.899  C5 1.100

=====

(2)
Here is C25H27BO4 in the gas phase from the Open Molecules 2025 dataset. Energies are from the ωB97M-V functional and the def2-TZVPD basis.

Charge   0
Highest occupied orbital energy   -5.82 eV
F_max   6.4 eV/A
Calculated total energy   -1294.41170 Eh
Orbital gap   4.3319 eV

Bonds (Å) are listed after each position.
Atoms and positions in Å:
1 O -1.775 2.347 1.105  C22 1.272
2 O -1.120 1.948 4.136  C20 1.449, B30 1.426
3 O -2.699 0.142 3.985  C25 1.482, B30 1.416
4 O -0.743 -0.097 5.385  C11 1.501, B30 1.400
5 C 4.101 0.510 -0.494  C17 1.400, C26 1.392, H35 1.091
6 C -1.133 0.680 -0.411  C7 1.720, C19 1.443, C23 1.446, H33 1.111
7 C 0.305 0.146 0.369  C6 1.720, C18 1.624, C19 1.543, C21 1.582, H43 1.112
8 C 0.473 -2.666 -4.646  C15 1.407, C27 1.390, H57 1.085
9 C 0.266 0.092 -2.163  C19 1.431, C29 1.381, H41 1.094
10 C -3.968 3.130 1.608  C22 1.503, H36 1.107, H44 1.112, H51 1.111
11 C 0.066 -0.691 4.268  O4 1.501, C13 1.581, H45 1.105, H54 1.104
12 C 3.371 -1.748 -0.969  C24 1.388, C26 1.397, H39 1.095
13 C -0.442 -0.112 2.887  C11 1.581, C20 1.594, C21 1.517, C25 1.594
14 C -3.524 1.117 0.085  C22 1.444, C23 1.388, H56 1.101
15 C 1.288 -2.019 -5.593  C8 1.407, C16 1.401, H38 1.088
16 C 1.728 -0.709 -5.361  C15 1.401, C28 1.371, H34 1.084
17 C 2.837 0.830 0.014  C5 1.400, C18 1.386, H32 1.097
18 C 1.854 -0.148 -0.019  C7 1.624, C17 1.386, C24 1.400
19 C -0.313 -0.382 -0.943  C6 1.443, C7 1.543, C9 1.431, H31 1.095
20 C -0.189 1.440 3.149  O2 1.449, C13 1.594, H46 1.121, H49 1.094
21 C 0.220 -0.741 1.676  C7 1.582, C13 1.517, H42 1.106, H53 1.110
22 C -3.023 2.180 0.925  O1 1.272, C10 1.503, C14 1.444
23 C -2.527 0.297 -0.427  C6 1.446, C14 1.388, H50 1.108
24 C 2.108 -1.446 -0.479  C12 1.388, C18 1.400, H55 1.111
25 C -1.983 -0.521 2.870  O3 1.482, C13 1.594, H47 1.111, H48 1.126
26 C 4.362 -0.764 -0.992  C5 1.392, C12 1.397, H37 1.092
27 C 0.071 -2.025 -3.480  C8 1.390, C29 1.429, H40 1.096
28 C 1.335 -0.039 -4.231  C16 1.371, C29 1.412, H52 1.093
29 C 0.505 -0.678 -3.284  C9 1.381, C27 1.429, C28 1.412
30 B -1.629 0.738 4.695  O2 1.426, O3 1.416, O4 1.400
31 H -0.692 -1.401 -0.816  C19 1.095
32 H 2.581 1.837 0.366  C17 1.097
33 H -0.981 1.684 -0.861  C6 1.111
34 H 2.387 -0.199 -6.055  C16 1.084
35 H 4.847 1.304 -0.536  C5 1.091
36 H -5.022 2.825 1.463  C10 1.107
37 H 5.309 -0.977 -1.492  C26 1.092
38 H 1.625 -2.542 -6.486  C15 1.088
39 H 3.549 -2.752 -1.370  C12 1.095
40 H -0.598 -2.504 -2.756  C27 1.096
41 H 0.555 1.146 -2.212  C9 1.094
42 H 1.226 -1.000 2.053  C21 1.106
43 H 0.426 1.202 0.697  C7 1.112
44 H -3.698 3.128 2.686  C10 1.112
45 H 1.109 -0.378 4.454  C11 1.105
46 H 0.855 1.571 3.536  C20 1.121
47 H -2.469 -0.199 1.925  C25 1.111
48 H -2.028 -1.639 3.002  C25 1.126
49 H -0.390 2.045 2.260  C20 1.094
50 H -2.814 -0.649 -0.927  C23 1.108
51 H -3.760 4.123 1.154  C10 1.111
52 H 1.610 0.993 -4.003  C28 1.093
53 H -0.245 -1.716 1.423  C21 1.110
54 H -0.055 -1.788 4.291  C11 1.104
55 H 1.289 -2.190 -0.569  C24 1.111
56 H -4.603 0.956 -0.057  C14 1.101
57 H 0.164 -3.689 -4.834  C8 1.085